Entry from the Open Molecules 2025 dataset: an isolated molecule of C4H8N2 (ωB97M-V/def2-TZVPD).

Summary:
Spin multiplicity = 1
Kohn-Sham gap = 9.6 eV
LUMO energy = 1.20 eV
HOMO = -8.348 eV
SMILES = C=NN1C[C@@H]1C
Total charge = 0
Energy relative to the best compared isomer or geometry (same formula, charge and spin) = 4.354 eV

Geometry as XYZ:
```
14
Properties=species:S:1:pos:R:3:forces:R:3
C -2.096 -0.134 -1.409 2.3 3.9 1.2
N -1.003 0.339 -0.843 -3.6 1.4 -4.2
N -0.547 -0.543 0.011 -1.1 -2.9 1.5
C -0.312 -0.005 1.306 1.4 2.8 2.8
C 0.785 -0.514 0.427 0.5 -1.6 3.7
C 1.829 0.380 -0.078 0.3 1.2 -2.9
H -2.414 -1.079 -1.029 -0.8 -0.7 -0.4
H -2.608 0.693 -1.962 0.0 -1.6 0.0
H -0.461 -0.514 2.276 -0.8 0.0 -1.0
H -0.304 1.175 1.456 -0.2 -2.6 -0.7
H 0.901 -1.606 0.714 1.4 1.5 -0.6
H 1.705 0.016 -1.178 1.4 1.5 1.1
H 1.666 1.526 0.023 -0.4 -2.1 -0.4
H 2.859 0.266 0.287 -0.5 -0.7 -0.1
```
Positions in Å, forces in eV/Å.


Entry from the Open Molecules 2025 dataset: a structure of composition C10H9NO5Pd (ωB97M-V/def2-TZVPD).

Summary:
Spin multiplicity = 5
Kohn-Sham gap (spin up / spin down) = 10.4 / 6.1 eV
LUMO energy (spin up / spin down) = -7.75 / -11.75 eV
HOMO (spin up / spin down) = -18.143 / -17.848 eV
Total charge = +2

Geometry as XYZ:
```
26
Properties=species:S:1:pos:R:3:forces:R:3
Pd -1.801 -0.004 -0.712 -0.4 0.0 0.8
O 0.423 -3.476 -1.617 1.1 -2.1 -0.2
C -0.109 -2.418 -1.599 -1.1 3.6 0.0
O -1.259 -1.998 -1.361 -0.1 -0.4 0.2
C 0.898 -1.149 -1.974 0.3 0.4 0.0
C 2.162 -1.219 -2.530 0.0 -0.2 0.1
C 2.783 0.002 -2.794 0.1 0.0 -0.2
C 2.158 1.221 -2.533 0.0 0.2 0.0
C 0.895 1.149 -1.977 0.2 -0.4 0.0
N 0.338 -0.001 -1.706 0.2 0.0 -0.1
C -0.118 2.415 -1.604 -1.1 -3.6 0.0
O 0.410 3.475 -1.623 1.1 2.1 -0.2
O -1.266 1.992 -1.367 -0.1 0.4 0.2
H 2.639 -2.168 -2.746 0.0 0.1 0.0
H 3.777 0.003 -3.227 0.0 0.0 0.0
H 2.633 2.172 -2.751 0.0 -0.1 0.0
C -1.448 -1.278 3.387 -0.1 -0.4 0.0
C -1.489 0.001 2.643 0.2 0.0 0.2
C -1.448 1.279 3.388 -0.1 0.4 0.0
O -1.542 0.001 1.401 -0.1 0.0 -0.6
H -1.437 -1.141 4.465 0.0 0.0 -0.1
H -0.571 -1.859 3.086 0.0 0.1 0.0
H -2.310 -1.886 3.101 0.0 0.0 0.0
H -1.437 1.142 4.465 0.0 0.0 -0.1
H -2.310 1.888 3.101 0.0 0.0 0.0
H -0.571 1.860 3.086 0.0 -0.1 0.0
```
Positions in Å, forces in eV/Å.


Entry from the Open Molecules 2025 dataset: an isolated molecule of C6H9P (ωB97M-V/def2-TZVPD).

Summary:
Spin multiplicity = 1
Kohn-Sham gap (spin up / spin down) = 6.9 / 8.5 eV
LUMO energy (spin up / spin down) = -0.93 / 0.12 eV
HOMO (spin up / spin down) = -7.781 / -8.402 eV
Total charge = 0
Energy relative to the best compared isomer or geometry (same formula, charge and spin) = 5.339 eV

Geometry as XYZ:
```
16
Properties=species:S:1:pos:R:3:forces:R:3
C -1.211 0.842 0.550 0.1 -0.8 -2.4
C 0.985 1.853 -0.708 1.8 0.4 -0.5
C -0.515 -1.712 0.255 1.1 -0.8 0.9
C -0.222 -0.289 0.689 -0.8 0.0 -2.2
C 0.277 1.006 -1.704 0.1 -1.9 -2.4
C 0.020 0.800 -0.339 -0.2 -0.2 2.2
P 0.960 -2.922 0.327 -0.1 0.9 1.0
H -2.008 0.784 -0.189 -0.6 -0.4 1.0
H -1.227 1.593 1.281 -0.2 0.8 0.9
H 2.067 1.711 -0.559 -0.4 -0.2 -0.1
H 0.768 2.921 -0.630 -0.5 -0.3 0.0
H -1.122 -2.162 1.070 -0.4 0.1 -0.9
H -0.864 -1.842 -0.769 -0.7 0.3 0.3
H 0.319 -0.255 1.582 1.0 0.3 1.2
H 0.483 0.252 -2.589 -0.1 2.0 2.0
H 1.292 -2.580 1.732 -0.2 -0.3 -1.0
```
Positions in Å, forces in eV/Å.


- The highest total charge belongs to which entry?
  C10H9NO5Pd